Computed, not measured: C27H34FeN6S as an isolated structure, with ωB97M-V with the def2-TZVPD basis set.

Each line ends with the Mulliken charge.
Element x y z (Å)
Fe  0.53  -0.03  0.23  1.59
N  -0.71  0.15  2.06  -0.61
C  -1.48  -1.06  2.40  -0.89
C  -2.51  -1.37  1.32  -1.12
N  -1.96  -1.55  -0.02  1.02
C  -1.63  -2.93  -0.38  -0.77
C  -0.44  -3.47  0.41  -1.00
N  0.65  -2.50  0.35  -0.35
C  -2.69  -0.86  -1.06  -0.96
C  -2.29  0.60  -1.16  -0.79
N  -0.84  0.71  -1.37  -0.46
H  0.02  0.31  2.75  0.28
H  -1.32  0.96  2.09  0.18
H  -1.99  -0.95  3.36  0.44
H  -0.76  -1.87  2.50  0.37
H  -3.22  -0.55  1.29  0.50
H  -3.08  -2.26  1.63  0.34
H  -1.35  -2.93  -1.43  0.32
H  -2.49  -3.60  -0.26  0.38
H  -0.18  -4.45  0.00  0.50
H  -0.71  -3.64  1.45  0.30
H  1.15  -2.54  -0.54  0.27
H  1.36  -2.64  1.05  0.25
H  -3.78  -0.94  -0.94  0.32
H  -2.46  -1.33  -2.02  0.45
H  -2.53  1.13  -0.23  0.33
H  -2.86  1.08  -1.96  0.50
H  -0.57  1.69  -1.43  0.31
H  -0.57  0.29  -2.26  0.11
C  2.47  -0.27  0.22  -1.35
C  2.95  -0.50  -0.90  0.58
C  3.48  -0.78  -2.17  0.12
C  4.93  -0.72  -2.33  0.07
C  5.72  0.00  -1.42  -0.49
C  7.10  0.04  -1.52  -0.65
C  7.76  -0.64  -2.53  -0.47
C  7.01  -1.38  -3.43  -0.70
C  5.63  -1.43  -3.33  -0.24
C  2.53  -1.01  -3.22  0.15
C  2.78  -0.79  -4.60  -0.69
C  1.80  -0.97  -5.55  -0.72
C  0.52  -1.39  -5.22  -0.77
C  0.25  -1.62  -3.88  -0.55
C  1.22  -1.43  -2.91  1.12
H  5.23  0.54  -0.62  0.29
H  7.66  0.62  -0.80  0.36
H  8.84  -0.61  -2.61  0.37
H  7.50  -1.95  -4.21  0.36
H  5.08  -2.05  -4.02  0.53
H  3.75  -0.42  -4.91  0.60
H  2.05  -0.77  -6.59  0.38
H  -0.24  -1.54  -5.98  0.42
H  -0.73  -1.98  -3.59  0.28
H  0.98  -1.66  -1.87  -0.65
N  2.75  6.89  1.56  -0.38
C  2.71  6.31  0.34  -0.01
S  3.26  7.04  -1.02  -0.33
C  2.09  4.95  0.32  0.87
C  1.07  4.60  1.21  -0.82
C  0.53  3.33  1.13  -0.44
N  0.95  2.40  0.26  0.15
C  1.94  2.74  -0.58  -0.29
C  2.51  4.00  -0.60  -0.79
H  3.23  7.78  1.64  0.23
H  2.66  6.34  2.39  0.22
H  0.66  5.30  1.92  0.46
H  -0.28  3.05  1.79  0.30
H  2.30  1.95  -1.23  0.26
H  3.30  4.23  -1.30  0.42

relative energy (zero: lowest compared OMol25 entry of this formula, charge and spin)	46.4	kJ/mol
HOMO energy (spin up / spin down)	-4.539 / -4.645	eV
total charge	0
spin multiplicity	5
LUMO (spin up / spin down)	-0.603 / -0.610	eV
E	-82711.2784	eV
Kohn-Sham gap (spin up / spin down)	3.94 / 4.04	eV